{"formula": "C17H12N4OPtS", "method": "ωB97M-V/def2-TZVPD", "total_energy_ha": -1466.72216, "de_lowest_kcal_mol": 9.2, "max_force_ev_per_a": 1.05, "homo_lumo_gap_ev": 6.926, "charge": 0, "e_homo_ev": -7.92, "lumo_ev": -0.99, "elements": ["Pt", "C", "C", "C", "C", "N", "C", "C", "C", "C", "C", "C", "N", "H", "H", "H", "H", "H", "H", "H", "H", "N", "C", "C", "C", "C", "C", "C", "C", "H", "H", "H", "H", "O", "S", "N"], "coordinates": [[-0.77, -0.06, 1.69], [1.85, 3.27, 1.22], [1.47, 3.96, 0.07], [0.48, 3.41, -0.73], [-0.10, 2.20, -0.38], [0.26, 1.55, 0.74], [1.22, 2.08, 1.51], [-1.15, 1.56, -1.24], [-1.44, 2.02, -2.52], [-2.41, 1.35, -3.25], [-3.04, 0.25, -2.69], [-2.68, -0.14, -1.41], [-1.76, 0.51, -0.71], [2.62, 3.66, 1.87], [1.92, 4.90, -0.19], [0.17, 3.93, -1.62], [1.48, 1.50, 2.39], [-0.93, 2.86, -2.95], [-2.66, 1.68, -4.25], [-3.80, -0.30, -3.24], [-3.13, -1.00, -0.93], [3.75, -5.36, -0.67], [3.05, -4.54, -0.28], [2.18, -3.50, 0.19], [1.04, -3.82, 0.92], [0.20, -2.82, 1.38], [0.47, -1.47, 1.12], [1.62, -1.17, 0.38], [2.47, -2.17, -0.07], [0.81, -4.86, 1.14], [-0.67, -3.10, 1.96], [1.87, -0.15, 0.15], [3.35, -1.91, -0.64], [-3.49, -1.81, 4.50], [-2.84, -1.46, 3.24], [-1.40, -1.07, 3.31]], "mulliken_charge": [0.530, -0.793, -0.504, -0.649, 0.759, -0.240, -0.097, 0.663, -0.708, -0.457, -0.657, -0.231, -0.018, 0.409, 0.436, 0.293, 0.425, 0.269, 0.425, 0.388, 0.426, -0.510, -0.004, 0.394, -0.846, -0.153, 0.289, 0.166, -0.950, 0.436, 0.283, 0.344, 0.428, -0.526, 0.439, -0.460]}



{"formula": "C17H13BrCoN2O6", "method": "ωB97M-V/def2-TZVPD", "total_energy_ha": -5173.16938, "de_lowest_kcal_mol": 0.0, "max_force_ev_per_a": 6.54, "homo_lumo_gap_ev": [5.171, 5.685], "charge": -1, "e_homo_ev": [-4.07, -5.31], "multiplicity": 5, "lumo_ev": [1.10, 0.37], "s_squared": 6.03, "elements": ["C", "C", "C", "H", "C", "C", "H", "H", "H", "H", "Co", "Br", "C", "C", "C", "H", "C", "C", "H", "H", "H", "H", "O", "C", "O", "C", "C", "C", "C", "C", "C", "N", "O", "O", "N", "O", "O", "H", "H", "H"], "coordinates": [[1.27, 3.64, -0.86], [1.35, 4.21, 0.45], [2.29, 3.45, 1.21], [0.81, 5.08, 0.81], [2.83, 2.43, 0.36], [2.22, 2.57, -0.93], [2.48, 1.99, -1.82], [0.62, 3.96, -1.68], [2.59, 3.61, 2.25], [3.62, 1.74, 0.63], [0.87, 2.27, 0.52], [-1.37, 2.67, 1.35], [-1.62, 0.28, -3.33], [-0.29, 0.48, -3.83], [-0.16, 1.86, -4.18], [0.49, -0.27, -3.89], [-1.41, 2.51, -3.90], [-2.27, 1.55, -3.30], [-3.28, 1.73, -2.92], [-2.04, -0.67, -3.02], [0.74, 2.34, -4.56], [-1.66, 3.54, -4.12], [2.17, -0.36, 1.50], [1.00, -0.47, 1.10], [0.28, 0.42, 0.48], [0.23, -1.75, 1.36], [0.91, -2.96, 1.59], [0.22, -4.06, 2.13], [-1.16, -3.99, 2.39], [-1.85, -2.82, 2.04], [-1.17, -1.73, 1.44], [-3.24, -2.68, 2.41], [-3.77, -3.61, 3.06], [-3.84, -1.64, 2.10], [0.98, -5.23, 2.50], [2.20, -5.24, 2.22], [0.40, -6.17, 3.07], [1.98, -3.02, 1.39], [-1.68, -4.82, 2.85], [-1.73, -0.85, 1.12]], "mulliken_charge": [-0.411, -0.597, -0.258, 0.477, -0.575, -0.135, 0.459, 0.402, 0.471, 0.384, -0.028, -0.720, -0.553, -0.301, -0.375, 0.389, -0.499, -0.278, 0.394, 0.412, 0.411, 0.403, -0.697, 0.791, -0.565, 0.023, -0.371, -0.118, -0.243, -0.182, -0.314, 0.977, -0.609, -0.577, 0.963, -0.596, -0.606, 0.512, 0.542, 0.599]}